Computed, not measured: C13H25N2O2 as an isolated structure, with ωB97M-V/def2-TZVPD.

E_HOMO (eV): -12.20
ΔE to the lowest compared entry with this formula, charge and spin (kcal/mol): 55.2

```
! RIJCOSX wB97M-V def2-TZVPD def2/J DEFGRID3
* xyz 1 1
O -0.174 -0.903 0.547
C 0.696 -0.213 0.143
N 1.566 0.239 1.024
C 2.712 1.272 0.551
H 3.759 0.682 0.123
H 2.374 1.971 -0.276
C 3.148 2.532 1.645
C 2.041 2.892 2.424
C 1.565 2.155 3.677
H 2.342 2.021 4.219
C 0.735 0.852 3.494
C 1.747 -0.113 2.586
H 1.378 -1.077 2.313
H 2.608 -0.103 2.878
H -0.044 0.977 2.767
H 0.547 0.520 4.253
H 0.800 2.921 4.031
H 1.130 3.226 1.681
H 2.204 3.832 2.744
H 3.701 1.919 2.486
H 3.831 3.016 1.205
C 0.708 0.376 -1.116
N -0.370 -0.605 -1.728
H -0.010 -1.242 -2.283
C -1.335 -0.233 -2.401
H -1.720 0.888 -2.045
H -1.073 0.313 -3.721
C -2.692 -1.038 -2.350
C -2.537 -2.035 -3.324
H -2.974 -1.937 -4.393
H -1.535 -2.625 -3.354
C -3.268 -3.241 -2.552
H -3.177 -4.218 -2.744
C -2.981 -2.734 -1.189
H -3.881 -2.843 -0.474
H -2.381 -3.434 -0.556
O -2.592 -1.553 -1.134
H -4.611 -2.815 -2.742
H -3.542 -0.357 -2.646
H -0.755 -0.951 -0.686
H 0.413 1.406 -1.499
H 1.647 0.261 -1.579
*
```

Atom charges from the Mulliken analysis, given in e for atoms 1 to 5:
1 O -0.59
2 C 1.41
3 N 0.03
4 C -0.80
5 H 0.19